# C42H42Cl6N8

A 10-piece molecular cluster, C42H42Cl6N8 overall (ωB97M-V with the def2-TZVPD basis set, OMol25).

As for the SMILES: ClC(Cl)Cl.ClC(Cl)Cl.c1ccncc1.c1ccncc1.c1ccncc1.c1ccncc1.c1ccncc1.c1ccncc1.c1ccncc1.c1ccncc1. For the HOMO-LUMO gap, the calculation gives 0.351 Eh. The calculation puts the maximum force at 3.03 eV/Å. The calculation puts the HOMO energy at -9.44 eV.

Bonds (Å) are listed after each position.
Element x y z (Å)
1 Cl -4.1068 -1.9473 7.6409  C2 1.737
2 C -3.6636 -0.2707 7.5453  Cl1 1.737, Cl3 1.694, Cl4 1.842, H5 1.090
3 Cl -3.1169 0.1889 9.0818  C2 1.694
4 Cl -4.9817 0.8536 6.9189  C2 1.842
5 H -2.8420 -0.1796 6.8348  C2 1.090
6 Cl -2.1214 -0.4529 1.6287  C7 1.809
7 C -1.4556 -2.0890 1.2380  Cl6 1.809, Cl8 1.841, Cl9 1.842, H10 1.090
8 Cl -0.7273 -2.2446 -0.4461  C7 1.841
9 Cl -2.6029 -3.4327 1.7587  C7 1.842
10 H -0.5699 -2.1902 1.8652  C7 1.090
11 C -0.3578 -9.0536 5.3783  C12 1.406, C16 1.350, H17 1.080
12 C 0.2379 -9.8284 4.3672  C11 1.406, C13 1.401, H18 1.080
13 C 1.1996 -9.1779 3.5823  C12 1.401, N14 1.371, H19 1.080
14 N 1.5361 -7.8673 3.8039  C13 1.371, C15 1.355
15 C 0.9424 -7.2076 4.8272  N14 1.355, C16 1.419, H20 1.080
16 C -0.0928 -7.7538 5.6289  C11 1.350, C15 1.419, H21 1.080
17 H -1.1579 -9.5331 5.9226  C11 1.080
18 H 0.0393 -10.8529 4.0891  C12 1.080
19 H 1.6581 -9.7381 2.7808  C13 1.080
20 H 1.2486 -6.1813 4.9664  C15 1.080
21 H -0.7121 -7.2351 6.3458  C16 1.080
22 C -4.6409 9.3577 1.5732  C23 1.374, C27 1.416, H28 1.080
23 C -3.9335 9.9355 0.5470  C22 1.374, C24 1.389, H29 1.080
24 C -3.0444 9.1043 -0.1221  C23 1.389, N25 1.375, H30 1.080
25 N -2.7719 7.7760 0.1063  C24 1.375, C26 1.344
26 C -3.4197 7.2711 1.1706  N25 1.344, C27 1.425, H31 1.080
27 C -4.3536 8.0213 1.9429  C22 1.416, C26 1.425, H32 1.080
28 H -5.3983 9.9525 2.0620  C22 1.080
29 H -4.0831 10.9834 0.3325  C23 1.080
30 H -2.5354 9.4661 -1.0033  C24 1.080
31 H -3.1836 6.2468 1.4185  C26 1.080
32 H -4.9198 7.5991 2.7600  C27 1.080
33 C 3.9465 1.7434 7.4987  C34 1.421, C38 1.398, H39 1.080
34 C 4.0979 1.3458 6.1426  C33 1.421, C35 1.402, H40 1.080
35 C 3.3093 0.3068 5.6280  C34 1.402, N36 1.318, H41 1.080
36 N 2.5570 -0.4026 6.4457  C35 1.318, C37 1.350
37 C 2.5035 -0.1709 7.7742  N36 1.350, C38 1.393, H42 1.080
38 C 3.1084 0.9669 8.3036  C33 1.398, C37 1.393, H43 1.080
39 H 4.5497 2.5640 7.8580  C33 1.080
40 H 4.7098 1.8625 5.4179  C34 1.080
41 H 3.2029 0.1535 4.5643  C35 1.080
42 H 1.8807 -0.7850 8.4077  C37 1.080
43 H 2.9572 1.2416 9.3371  C38 1.080
44 C 2.8775 -0.8537 -8.2004  C45 1.418, C49 1.374, H50 1.080
45 C 3.5819 -1.4181 -9.2945  C44 1.418, C46 1.397, H51 1.080
46 C 3.8078 -2.7958 -9.2514  C45 1.397, N47 1.337, H52 1.080
47 N 3.3093 -3.6081 -8.3135  C46 1.337, C48 1.346
48 C 2.6214 -3.0405 -7.3059  N47 1.346, C49 1.426, H53 1.080
49 C 2.3866 -1.6390 -7.1850  C44 1.374, C48 1.426, H54 1.080
50 H 2.8199 0.2216 -8.2826  C44 1.080
51 H 3.9284 -0.7241 -10.0460  C45 1.080
52 H 4.3027 -3.3362 -10.0448  C46 1.080
53 H 2.2701 -3.7079 -6.5329  C48 1.080
54 H 1.8360 -1.1828 -6.3755  C49 1.080
55 C 4.5474 4.5208 -2.0696  C56 1.375, C60 1.377, H61 1.080
56 C 3.8169 5.0019 -1.0082  C55 1.375, C57 1.380, H62 1.080
57 C 3.1112 4.1362 -0.1981  C56 1.380, N58 1.364, H63 1.080
58 N 3.0833 2.7983 -0.4610  C57 1.364, C59 1.369
59 C 3.7867 2.3606 -1.5507  N58 1.369, C60 1.388, H64 1.080
60 C 4.5727 3.1736 -2.3552  C55 1.377, C59 1.388, H65 1.080
61 H 5.1318 5.1978 -2.6751  C55 1.080
62 H 3.7895 6.0805 -0.9612  C56 1.080
63 H 2.5050 4.5277 0.6054  C57 1.080
64 H 3.5972 1.3390 -1.8452  C59 1.080
65 H 5.1528 2.8956 -3.2227  C60 1.080
66 C 7.2332 -2.6977 -0.7040  C67 1.398, C71 1.371, H72 1.080
67 C 7.4302 -3.3144 -1.9427  C66 1.398, C68 1.400, H73 1.080
68 C 6.4443 -4.1868 -2.4202  C67 1.400, N69 1.331, H74 1.080
69 N 5.4328 -4.5751 -1.6465  C68 1.331, C70 1.318
70 C 5.3048 -4.0025 -0.4659  N69 1.318, C71 1.383, H75 1.080
71 C 6.2338 -3.1580 0.1133  C66 1.371, C70 1.383, H76 1.080
72 H 7.9130 -1.9394 -0.3447  C66 1.080
73 H 8.2600 -2.9770 -2.5460  C67 1.080
74 H 6.4912 -4.6663 -3.3868  C68 1.080
75 H 4.5414 -4.4118 0.1791  C70 1.080
76 H 6.1993 -2.8316 1.1422  C71 1.080
77 C -9.3974 -2.2310 0.4308  C78 1.374, C82 1.403, H83 1.080
78 C -9.6788 -2.0904 -0.9070  C77 1.374, C79 1.425, H84 1.080
79 C -9.0694 -1.0085 -1.6055  C78 1.425, N80 1.353, H85 1.080
80 N -8.3040 -0.0830 -0.9831  C79 1.353, C81 1.330
81 C -8.0910 -0.2428 0.3201  N80 1.330, C82 1.402, H86 1.080
82 C -8.6512 -1.2568 1.1104  C77 1.403, C81 1.402, H87 1.080
83 H -9.8149 -3.0791 0.9531  C77 1.080
84 H -10.3584 -2.6950 -1.4893  C78 1.080
85 H -9.3723 -0.7115 -2.5986  C79 1.080
86 H -7.4848 0.5047 0.8101  C81 1.080
87 H -8.4194 -1.3174 2.1635  C82 1.080
88 C -1.1806 3.7313 -5.2324  C89 1.421, C93 1.376, H94 1.080
89 C -2.0135 2.8729 -4.4654  C88 1.421, C90 1.419, H95 1.080
90 C -2.9849 2.1709 -5.2243  C89 1.419, N91 1.373, H96 1.080
91 N -3.2195 2.3250 -6.5684  C90 1.373, C92 1.340
92 C -2.4417 3.2278 -7.1801  N91 1.340, C93 1.359, H97 1.080
93 C -1.4546 3.9316 -6.5656  C88 1.376, C92 1.359, H98 1.080
94 H -0.3550 4.2583 -4.7773  C88 1.080
95 H -1.7841 2.6552 -3.4327  C89 1.080
96 H -3.6099 1.4784 -4.6799  C90 1.080
97 H -2.6154 3.3856 -8.2343  C92 1.080
98 H -0.9113 4.6411 -7.1720  C93 1.080

The molecule's Mulliken atomic charges, reported in e, are given here: number 1, Cl, carries -0.11; number 2, C, carries 0.10; number 3, Cl, carries -0.11; number 4, Cl, carries -0.15; number 5, H, carries 0.27; number 6, Cl, carries -0.10; number 7, C, carries 0.06; number 8, Cl, carries -0.11; number 9, Cl, carries -0.12; number 10, H, carries 0.27; number 11, C, carries -0.15; number 12, C, carries -0.35; number 13, C, carries -0.13; number 14, N, carries -0.53; number 15, C, carries -0.22; number 16, C, carries -0.37; number 17, H, carries 0.32; number 18, H, carries 0.35; number 19, H, carries 0.34; number 20, H, carries 0.38; number 21, H, carries 0.36; number 22, C, carries -0.17; number 23, C, carries -0.38; number 24, C, carries -0.15; number 25, N, carries -0.53; number 26, C, carries -0.18; number 27, C, carries -0.37; number 28, H, carries 0.36; number 29, H, carries 0.35; number 30, H, carries 0.35; number 31, H, carries 0.38; number 32, H, carries 0.33; number 33, C, carries -0.30; number 34, C, carries -0.33; number 35, C, carries -0.15; number 36, N, carries -0.53; number 37, C, carries -0.23; number 38, C, carries -0.27; number 39, H, carries 0.38; number 40, H, carries 0.34; number 41, H, carries 0.39; number 42, H, carries 0.36; number 43, H, carries 0.34; number 44, C, carries -0.11; number 45, C, carries -0.34; number 46, C, carries -0.21; number 47, N, carries -0.55; number 48, C, carries -0.15; number 49, C, carries -0.45; number 50, H, carries 0.34; number 51, H, carries 0.35; number 52, H, carries 0.36; number 53, H, carries 0.38; number 54, H, carries 0.38; number 55, C, carries -0.10; number 56, C, carries -0.32; number 57, C, carries -0.21; number 58, N, carries -0.50; number 59, C, carries -0.25; number 60, C, carries -0.40; number 61, H, carries 0.36; number 62, H, carries 0.33; number 63, H, carries 0.37; number 64, H, carries 0.38; number 65, H, carries 0.36; number 66, C, carries -0.24; number 67, C, carries -0.36; number 68, C, carries -0.18; number 69, N, carries -0.52; number 70, C, carries -0.17; number 71, C, carries -0.37; number 72, H, carries 0.38; number 73, H, carries 0.34; number 74, H, carries 0.39; number 75, H, carries 0.38; number 76, H, carries 0.35; number 77, C, carries -0.22; number 78, C, carries -0.34; number 79, C, carries -0.18; number 80, N, carries -0.54; number 81, C, carries -0.12; number 82, C, carries -0.39; number 83, H, carries 0.36; number 84, H, carries 0.34; number 85, H, carries 0.36; number 86, H, carries 0.37; number 87, H, carries 0.35; number 88, C, carries -0.22; number 89, C, carries -0.47; number 90, C, carries -0.15; number 91, N, carries -0.56; number 92, C, carries -0.11; number 93, C, carries -0.32; number 94, H, carries 0.40; number 95, H, carries 0.39; number 96, H, carries 0.36; number 97, H, carries 0.35; number 98, H, carries 0.34